This record from the Open Molecules 2025 dataset describes one molecule with the formula C6H16Cl2OSi2 in a non-equilibrium geometry. The level of theory is ωB97M-V/def2-TZVPD.

The geometry in XYZ format:
```
27
Properties=species:S:1:pos:R:3:forces:R:3
C 1.438 -0.144 2.448 0.175 0.866 -0.178
Si 1.404 -0.296 0.561 -0.397 -1.483 1.220
C 2.763 -1.500 -0.046 -0.488 1.308 -0.180
C 1.816 1.331 -0.280 -1.402 -0.006 0.685
Cl 2.005 0.965 -1.988 0.290 0.274 -0.945
O -0.166 -0.842 0.231 0.452 1.012 -0.537
Si -1.506 -0.135 -0.495 0.411 -0.469 0.907
C -1.192 -0.144 -2.315 -0.240 0.949 0.509
C -3.039 -1.090 0.078 0.692 0.880 0.232
C -1.783 1.650 0.085 -0.141 -0.363 -0.440
Cl -1.211 1.900 1.741 0.214 0.284 0.365
H 0.432 -0.212 2.853 -0.152 -0.137 -0.121
H 1.758 0.897 2.703 0.153 -0.853 0.094
H 2.044 -0.914 2.945 0.090 0.415 -0.159
H 2.316 -2.085 -0.850 0.380 -0.205 -0.013
H 3.257 -2.104 0.707 -0.314 -0.236 0.137
H 3.537 -0.825 -0.463 -0.271 -0.506 -0.060
H 2.739 1.706 0.104 0.656 0.342 0.209
H 1.025 2.088 -0.121 0.468 -0.246 -0.245
H -0.393 0.512 -2.671 -0.414 0.018 0.197
H -2.124 0.041 -2.818 -0.347 0.097 -0.568
H -0.877 -1.134 -2.489 0.316 -1.426 -0.590
H -3.268 -1.874 -0.595 -0.206 -1.025 -0.761
H -3.923 -0.451 0.113 0.089 0.061 0.131
H -2.860 -1.534 1.059 -0.042 0.133 0.014
H -2.852 1.835 0.112 -0.149 0.094 -0.127
H -1.339 2.360 -0.609 0.179 0.220 0.223
```
Forces are in eV/Å.

The value obtained for the largest force on an atom is 0.0381 Eh/bohr. Its SMILES is C[Si](C)(CCl)O[Si](C)(C)CCl. The value obtained for the LUMO energy is 0.71 eV. As for the multiplicity: 1. The calculation puts the highest occupied orbital energy at -9.907 eV.